# C27H38Br2N4O11

A cluster of 5 separate species, C27H38Br2N4O11 in total at a distorted geometry (the ωB97M-V functional and the def2-TZVPD basis, OMol25).

Properties
HOMO-LUMO gap, eV: 7.447
DFT total energy, eV: -197168.8817
Charge: 0

Positions of all 82 atoms, in Å:
C: -5.65 -0.89 2.72
C: -4.67 -0.11 2.21
C: -3.41 -0.58 1.60
C: -2.16 -0.25 2.16
C: -2.09 0.57 3.42
C: -1.04 1.71 3.36
C: -0.98 2.42 2.02
C: -0.33 3.81 2.06
O: -1.19 4.77 1.43
C: -0.99 -0.66 1.55
C: -0.97 -1.40 0.36
C: 0.34 -1.77 -0.29
C: 1.35 -0.59 -0.35
C: 1.03 0.27 -1.57
C: 1.67 1.67 -1.41
C: -2.21 -1.73 -0.19
C: -3.43 -1.33 0.41
C: -4.68 -1.72 -0.33
O: -5.71 -2.04 0.19
C: -4.55 -1.70 -1.81
C: -3.40 -2.06 -2.37
C: -3.15 -2.04 -3.82
Br: -3.09 -3.68 -4.78
C: -2.92 -0.92 -4.49
C: -2.62 -0.83 -5.96
Br: -2.91 0.76 -3.56
C: -2.29 -2.50 -1.47
O: -1.56 -3.41 -1.77
H: -6.67 -0.74 2.37
H: -5.50 -1.66 3.47
H: -4.80 0.98 2.25
H: -3.04 1.06 3.61
H: -1.90 -0.07 4.28
H: -0.05 1.36 3.68
H: -1.35 2.44 4.11
H: -0.39 1.86 1.30
H: -1.96 2.53 1.56
H: 0.61 3.81 1.51
H: -0.12 4.15 3.07
H: -0.67 5.30 0.82
H: -0.04 -0.38 2.00
H: 0.80 -2.63 0.20
H: 0.17 -2.05 -1.32
H: 1.28 0.00 0.56
H: 2.35 -1.01 -0.43
H: -0.04 0.42 -1.67
H: 1.40 -0.19 -2.48
H: 1.01 2.29 -0.79
H: 1.75 2.14 -2.38
H: 2.65 1.54 -0.96
H: -5.40 -1.37 -2.40
H: -1.70 -1.37 -6.15
H: -2.42 0.20 -6.23
H: -3.44 -1.25 -6.54
C: 1.99 -4.81 -3.09
N: 2.52 -3.66 -2.31
O: 2.41 -2.55 -2.78
O: 3.03 -3.91 -1.23
H: 1.57 -4.43 -4.01
H: 2.82 -5.49 -3.28
H: 1.23 -5.29 -2.48
C: 6.31 -3.03 -1.58
N: 7.02 -2.94 -2.89
O: 8.00 -2.24 -2.96
O: 6.55 -3.59 -3.80
H: 6.83 -2.41 -0.87
H: 5.29 -2.67 -1.74
H: 6.31 -4.07 -1.28
C: 5.92 2.61 -1.11
N: 5.67 2.10 0.27
O: 4.75 1.32 0.42
O: 6.40 2.51 1.14
H: 5.19 2.16 -1.78
H: 5.81 3.69 -1.08
H: 6.93 2.33 -1.38
C: -2.35 4.69 6.87
N: -1.37 4.19 5.88
O: -1.23 4.82 4.85
O: -0.77 3.17 6.16
H: -2.80 5.59 6.48
H: -3.10 3.91 7.01
H: -1.81 4.88 7.79

***

# C6H13IrN2O2SSbSe4

A structure of composition C6H13IrN2O2SSbSe4 (the ωB97M-V functional and the def2-TZVPD basis, OMol25).

Properties
HOMO-LUMO gap (alpha / beta), eV: 6.605 / 6.138
2S+1: 2
Expectation value of S²: 0.76
DFT total energy, eV: -295106.1260
Charge: 0

Positions of all 30 atoms, in Å:
Ir: 0.51 -1.57 1.62
Se: -2.81 -3.94 5.40
Sb: -2.01 -2.24 3.99
Se: 0.34 -1.29 4.00
Se: -1.41 -2.99 1.65
Se: -2.48 0.13 4.12
C: 0.34 0.15 -2.55
N: -0.43 0.20 -1.31
C: -1.50 -0.79 -1.26
C: -0.08 0.95 -0.28
S: -0.37 0.51 1.39
N: 0.52 2.13 -0.51
C: 1.29 2.83 0.51
C: 0.19 2.95 -1.67
H: 0.55 -0.90 -2.76
H: 1.29 0.66 -2.42
H: -0.20 0.58 -3.39
H: -2.13 -0.66 -2.15
H: -2.10 -0.66 -0.37
H: -1.08 -1.80 -1.27
H: 1.74 2.12 1.19
H: 0.66 3.51 1.09
H: 2.07 3.41 0.01
H: -0.69 2.56 -2.17
H: 1.02 3.00 -2.38
H: -0.03 3.96 -1.32
O: 1.69 -3.35 1.44
C: 1.73 -3.23 0.19
O: 1.14 -2.25 -0.37
H: 2.26 -3.97 -0.42

***

# C22H65BNO8S

A cluster of 9 separate species, C22H65BNO8S in total at a distorted geometry (the ωB97M-V functional and the def2-TZVPD basis, OMol25).

Properties
HOMO-LUMO gap, eV: 5.720
DFT total energy, eV: -53251.3727
Charge: -1

Positions of all 98 atoms, in Å:
C: 10.82 0.33 1.60
C: 10.65 -0.59 0.38
C: 9.19 -0.96 0.13
C: 8.40 0.11 -0.65
C: 7.54 1.02 0.25
C: 6.10 0.56 0.49
C: 5.24 0.34 -0.75
C: 3.93 -0.38 -0.43
C: 2.93 -0.39 -1.59
C: 1.47 -0.58 -1.13
C: 0.69 -1.59 -1.96
C: -0.77 -1.76 -1.50
C: -1.15 -3.20 -1.09
C: -1.33 -3.41 0.43
C: -2.73 -3.12 1.00
C: -2.97 -1.72 1.60
C: -3.62 -0.72 0.64
C: -5.12 -0.99 0.40
B: -6.13 0.17 0.97
C: -7.72 -0.30 0.83
N: -8.53 -0.30 2.09
C: -5.86 1.57 0.14
C: -6.50 2.80 0.79
C: -6.98 3.87 -0.19
S: -8.15 3.19 -1.42
H: 11.87 0.45 1.87
H: 10.44 1.33 1.38
H: 10.28 -0.07 2.45
H: 11.23 -1.50 0.53
H: 11.05 -0.09 -0.51
H: 8.70 -1.10 1.10
H: 9.13 -1.92 -0.38
H: 7.78 -0.38 -1.40
H: 9.11 0.73 -1.20
H: 8.03 1.06 1.23
H: 7.55 2.05 -0.13
H: 5.60 1.31 1.11
H: 6.12 -0.36 1.09
H: 5.79 -0.25 -1.50
H: 5.01 1.30 -1.22
H: 3.47 0.13 0.42
H: 4.15 -1.40 -0.10
H: 3.02 0.57 -2.11
H: 3.18 -1.18 -2.30
H: 1.46 -0.91 -0.09
H: 0.94 0.38 -1.15
H: 1.21 -2.55 -1.93
H: 0.71 -1.26 -3.01
H: -0.93 -1.11 -0.64
H: -1.45 -1.40 -2.28
H: -0.39 -3.88 -1.46
H: -2.10 -3.47 -1.56
H: -1.09 -4.46 0.65
H: -0.58 -2.81 0.97
H: -3.49 -3.30 0.23
H: -2.91 -3.86 1.78
H: -2.04 -1.33 2.01
H: -3.67 -1.83 2.44
H: -3.50 0.28 1.07
H: -3.06 -0.71 -0.30
H: -5.39 -1.97 0.82
H: -5.30 -1.09 -0.69
H: -5.91 0.33 2.19
H: -8.28 0.31 0.11
H: -7.77 -1.33 0.45
H: -7.93 -0.69 2.81
H: -8.65 0.66 2.38
H: -6.29 1.47 -0.87
H: -4.79 1.74 0.01
H: -5.81 3.28 1.49
H: -7.37 2.48 1.38
H: -6.15 4.25 -0.79
H: -7.46 4.71 0.32
H: -8.61 2.15 -0.70
O: -0.02 0.01 2.25
H: 0.12 0.92 2.50
H: 0.82 -0.43 2.44
O: 10.60 0.06 -3.35
H: 10.06 -0.73 -3.36
H: 10.13 0.68 -3.92
O: -11.31 4.31 -0.75
H: -11.91 3.56 -0.69
H: -10.43 3.90 -0.82
O: 10.55 -1.53 4.44
H: 10.84 -0.79 4.99
H: 11.27 -2.17 4.49
O: -10.93 2.16 -3.33
H: -11.00 3.11 -3.18
H: -10.06 1.94 -2.98
O: 10.08 3.63 2.47
H: 9.35 3.89 1.90
H: 10.85 4.08 2.11
O: -10.02 -0.13 -1.55
H: -9.46 -0.70 -2.09
H: -10.77 0.13 -2.11
O: -8.02 -1.41 -2.33
H: -7.80 -2.28 -1.96
H: -7.22 -0.89 -2.14

***

# CHF3MgNO3S2Tm

A structure of composition CHF3MgNO3S2Tm at a distorted geometry (the ωB97M-V functional and the def2-TZVPD basis, OMol25).

Properties
HOMO-LUMO gap (alpha / beta), eV: 6.651 / 4.656
2S+1: 3
Expectation value of S²: 2.01
DFT total energy, eV: -73464.4059
Charge: +2

Positions of all 13 atoms, in Å:
Tm: -2.05 -0.22 2.31
N: 0.24 0.01 -0.26
S: 0.33 1.37 0.60
O: -0.77 1.42 1.70
S: -0.45 -1.43 0.43
O: -1.49 -1.73 -0.80
C: 1.78 1.00 1.73
F: 2.88 0.90 1.00
F: 1.58 -0.14 2.38
F: 1.92 1.98 2.61
Mg: -1.00 -0.46 -2.61
O: -1.13 -1.09 -4.35
H: -1.85 -1.60 -4.73